The following is a quantum chemistry calculation of C4H7O3Yb as an isolated structure, from the OMol25 dataset.

Structure (ORCA input):
```
! RIJCOSX wB97M-V def2-TZVPD def2/J DEFGRID3
* xyz 3 3
O 1.0416 -1.9237 1.8569
H 3.0018 1.9981 -0.0938
H -1.9595 0.9673 -1.7011
H 0.2970 0.2150 -1.1963
H -0.6242 -1.2211 -1.6340
C -1.8364 0.3777 -0.7832
O 2.1394 0.4582 0.9143
C 2.0893 1.6280 0.3863
C -0.5588 -0.4036 -0.9101
H -1.8102 1.0580 0.0765
H 1.1509 2.2001 0.4277
C 0.9133 -1.0409 1.0181
O -0.2531 -1.0394 0.3883
H -2.6972 -0.2939 -0.6740
Yb -0.8938 -2.9800 1.9244
*
```

Values from the calculation:
LUMO level (alpha / beta) = -14.47 / -18.00 eV
ΔE to the lowest compared entry with this formula, charge and spin = 241.3 kJ/mol
HOMO energy (alpha / beta) = -0.81887 / -0.82630 Ha
Calculated total energy = -1539.60581 a.u.
Max |F| = 7.57 eV/Å


The following is a quantum chemistry calculation of C4H7O3Zn as an isolated structure, from the OMol25 dataset.

Structure (ORCA input):
```
! RIJCOSX wB97M-V def2-TZVPD def2/J DEFGRID3
* xyz 0 2
H 2.6596 -2.6758 0.4773
C 2.0672 -1.9317 -0.0719
O -0.0294 0.9353 0.2517
H 1.4417 1.0809 1.6148
O -0.6127 0.5626 -1.8358
H 1.5016 -2.4594 -0.8535
H 2.7715 -1.2494 -0.5692
C 1.1394 -1.1933 0.8809
H 1.9532 0.6644 -0.1982
H 1.5508 -1.1999 1.9011
C 1.3076 0.5203 0.6799
O -1.4325 -0.6274 -0.0509
C -0.6433 0.1356 -0.7001
H 0.2785 -1.8289 1.1265
Zn -1.8845 1.3963 0.8379
*
```

Values from the calculation:
LUMO level (alpha / beta) = 0.11 / -2.12 eV
ΔE to the lowest compared entry with this formula, charge and spin = 177.0 kJ/mol
HOMO energy (alpha / beta) = -0.32773 / -0.35478 Ha
Calculated total energy = -2161.53543 a.u.
Max |F| = 4.77 eV/Å


The following is a quantum chemistry calculation of a 2-piece molecular cluster, C4H7O4P overall, from the OMol25 dataset.

Structure (ORCA input):
```
! RIJCOSX wB97M-V def2-TZVPD def2/J DEFGRID3
* xyz -2 1
C 0.8694 -1.0897 -0.4463
C 0.6893 -0.3036 0.9012
H 1.1892 -2.0087 -0.1017
H -0.1114 -1.1358 -0.8759
H -2.1942 1.5923 -0.9928
O 0.7254 -2.7788 1.8631
O -1.4729 -1.5756 2.5777
H 1.1868 -0.0206 2.9499
C -0.9640 0.7966 0.3501
O 0.8874 -0.7195 3.4636
H -1.6869 0.7961 1.1216
H 1.6069 -0.6102 -1.0782
H -0.3348 1.1317 -1.6846
P -0.0062 -1.4813 2.2252
C -1.2058 1.2291 -0.8769
O 1.6370 0.4826 1.2055
*
```

Values from the calculation:
LUMO level = 6.78 eV
ΔE to the lowest compared entry with this formula, charge and spin = 202.0 kJ/mol
HOMO energy = 0.02851 Ha
Calculated total energy = -798.88592 a.u.
Max |F| = 4.14 eV/Å


The following is a quantum chemistry calculation of C4H7OP as an isolated structure, from the OMol25 dataset.

Structure (ORCA input):
```
! RIJCOSX wB97M-V def2-TZVPD def2/J DEFGRID3
* xyz 0 1
H 0.3022 -2.6024 0.0166
C -0.4621 1.1170 -0.7051
H -0.0951 2.0850 1.3642
H -1.1353 0.6735 1.2303
C -0.3734 -1.6995 -0.0212
H -1.0803 -1.5916 -0.8528
H -0.9804 -1.7137 0.8841
P 2.2666 0.4597 0.0705
C 0.4808 0.1263 -0.0431
H -1.4255 0.6945 -1.0595
O 3.0927 -0.7048 -0.1852
H -0.2400 1.9280 -1.4534
C -0.3501 1.2280 0.7545
*
```

Values from the calculation:
LUMO level = -0.17 eV
ΔE to the lowest compared entry with this formula, charge and spin = 283.6 kJ/mol
HOMO energy = -0.33193 Ha
Calculated total energy = -573.08724 a.u.
Max |F| = 2.90 eV/Å


The following is a quantum chemistry calculation of one molecule with the formula C4H7OP, from the OMol25 dataset.

Structure (ORCA input):
```
! RIJCOSX wB97M-V def2-TZVPD def2/J DEFGRID3
* xyz 0 1
C 0.2401 -0.0988 -0.8594
C 2.4900 -1.0974 -0.2742
H -0.9458 1.5999 -0.7704
H -0.0952 1.4574 0.8145
H 2.5920 -2.1528 0.1217
H -2.1361 -0.7239 1.5103
C -0.5973 0.8958 -0.1244
H -0.2135 -0.4296 -1.7206
C 1.3356 -0.6151 -0.4144
H 3.3937 -0.6859 -0.7003
H -3.0630 0.9498 0.2465
P -2.1035 -0.0088 0.1844
O -2.4376 -0.9728 -0.8331
*
```

Values from the calculation:
LUMO level = 0.89 eV
ΔE to the lowest compared entry with this formula, charge and spin = 226.8 kJ/mol
HOMO energy = -0.35095 Ha
Calculated total energy = -573.10887 a.u.
Max |F| = 4.40 eV/Å


The following is a quantum chemistry calculation of one molecule with the formula C4H7OPS, from the OMol25 dataset.

Structure (ORCA input):
```
! RIJCOSX wB97M-V def2-TZVPD def2/J DEFGRID3
* xyz 0 1
C 0.9198 0.3591 0.1536
P -0.1796 -1.1131 2.4183
C 0.1771 1.6798 0.4193
H 0.8554 2.2610 1.0918
O -1.7310 -2.2978 -3.1992
C -0.0826 -0.7361 0.3078
H -1.6728 -1.9503 -0.6189
H 1.3646 0.3935 -0.7757
H 1.7494 0.2808 0.8149
H 0.0413 2.2437 -0.5386
S -0.8510 -1.1398 -2.9227
H 0.9556 -0.0759 2.6060
C -0.7860 -1.1910 -0.7220
H -0.7600 1.2861 0.9656
*
```

Values from the calculation:
LUMO level (alpha / beta) = -1.66 / -1.22 eV
ΔE to the lowest compared entry with this formula, charge and spin = 219.0 kJ/mol
HOMO energy (alpha / beta) = -0.33399 / -0.33006 Ha
Calculated total energy = -971.17836 a.u.
Max |F| = 3.71 eV/Å


The following is a quantum chemistry calculation of C4H7OSn as an isolated structure, from the OMol25 dataset.

Structure (ORCA input):
```
! RIJCOSX wB97M-V def2-TZVPD def2/J DEFGRID3
* xyz 0 2
O -1.8924 -0.0927 2.3303
Sn -2.1787 1.6506 2.0699
C -0.5035 -2.4644 2.7683
H -1.8193 -2.4296 2.4910
H -0.6142 -2.0719 -0.0226
C -1.2103 -1.1098 1.8488
C -0.5595 -1.1156 0.5087
H 1.3561 -1.7217 1.3835
H -0.7063 -0.1929 -0.0610
C 0.5113 -1.0607 1.6038
H -0.0625 -3.3422 2.2711
H -0.3920 -2.1098 3.8073
H 0.8625 -0.0476 1.8396
*
```

Values from the calculation:
LUMO level (alpha / beta) = -0.61 / -0.48 eV
ΔE to the lowest compared entry with this formula, charge and spin = 570.8 kJ/mol
HOMO energy (alpha / beta) = -0.21799 / -0.22171 Ha
Calculated total energy = -445.80593 a.u.
Max |F| = 8.15 eV/Å


The following is a quantum chemistry calculation of C4H7OSr as an isolated structure, from the OMol25 dataset.

Structure (ORCA input):
```
! RIJCOSX wB97M-V def2-TZVPD def2/J DEFGRID3
* xyz 1 1
C -0.2094 0.1498 -0.2334
H -0.2482 0.1164 -1.3403
C -2.4218 -1.1259 -0.3994
O 0.5253 1.0697 0.2811
H -1.4991 -0.2829 1.4626
H -2.0649 -1.5098 -1.3559
H -3.5485 0.6236 0.3865
H -2.6299 0.9442 -1.1749
C -2.7599 0.3103 -0.2971
C -1.4869 -0.2003 0.3748
H 1.7452 -0.5350 -0.4554
Sr 3.0506 1.0708 0.4132
H -2.9746 -1.8420 0.2075
*
```

Values from the calculation:
LUMO level = -4.86 eV
ΔE to the lowest compared entry with this formula, charge and spin = 134.8 kJ/mol
HOMO energy = -0.41747 Ha
Calculated total energy = -262.20940 a.u.
Max |F| = 4.81 eV/Å


The following is a quantum chemistry calculation of a 2-piece molecular cluster, C4H7P overall, from the OMol25 dataset.

Structure (ORCA input):
```
! RIJCOSX wB97M-V def2-TZVPD def2/J DEFGRID3
* xyz 0 1
H 0.6048 2.4326 2.6691
H 0.0911 -2.1971 -0.5515
C 0.1711 0.8781 1.1697
H 0.9897 1.9327 0.2447
P 0.0144 1.2875 2.6992
C 0.3368 -1.0948 -0.5300
H -1.8484 -0.8872 -1.2841
H -0.9981 -0.9681 1.2130
C -0.3603 -0.2736 0.5183
C -0.8974 -0.3439 -0.9298
H -0.9854 0.5184 -1.5279
H 1.2574 -0.5633 -0.8660
*
```

Values from the calculation:
LUMO level = 0.55 eV
ΔE to the lowest compared entry with this formula, charge and spin = 399.5 kJ/mol
HOMO energy = -0.33467 Ha
Calculated total energy = -497.77447 a.u.
Max |F| = 6.46 eV/Å


The following is a quantum chemistry calculation of a 2-piece molecular cluster, C4H7P overall, from the OMol25 dataset.

Structure (ORCA input):
```
! RIJCOSX wB97M-V def2-TZVPD def2/J DEFGRID3
* xyz 0 1
H 3.2493 -0.8291 -0.5226
H -1.8483 2.4893 0.4247
H 0.5335 1.8622 0.2282
C -1.5465 1.4379 0.3377
C -0.2085 -1.4705 -0.0081
H -1.1715 -1.4488 -0.5752
C 0.3691 -0.1795 0.0707
H -2.2931 0.6976 0.2207
H -0.3746 -1.7448 0.9631
H 0.3289 -2.3158 -0.6326
C -0.1915 1.0602 0.2486
P 3.1532 0.4413 -0.7552
*
```

Values from the calculation:
LUMO level (alpha / beta) = -1.93 / -1.86 eV
ΔE to the lowest compared entry with this formula, charge and spin = 680.5 kJ/mol
HOMO energy (alpha / beta) = -0.24422 / -0.24742 Ha
Calculated total energy = -497.66745 a.u.
Max |F| = 4.89 eV/Å